[1]
Entry from OMol25: a molecular structure, C28H23N6O3S5Ti in a non-equilibrium geometry (wB97M-V/def2-TZVPD).

- LUMO energy: -4.37 eV
- Net charge: +1
- Kohn-Sham gap: 4.67 eV
- Relative energy (zero: lowest compared OMol25 entry of this formula, charge and spin): 44.89 kcal/mol
- HOMO level: -9.044 eV
- DFT total energy: -4475.3273 a.u.

Geometry as XYZ:
```
66
Properties=species:S:1:pos:R:3:forces:R:3:nbo_charge:R:1
C 1.981719 3.722911 -1.511082 0.0 0.0 0.2 -0.193
H -3.957900 -3.377808 -0.140595 0.0 0.0 0.0 0.261
C -1.871707 -2.973382 -0.203475 -0.6 0.4 1.5 0.319
H -2.941684 -4.665864 0.553482 0.0 0.0 0.1 0.250
N 1.615797 1.347546 0.033022 0.6 0.9 -0.1 -0.116
C 0.317885 4.746741 -0.064301 0.7 -0.2 -0.4 -0.109
H -3.061953 -4.465993 -1.191821 0.0 0.0 0.0 0.250
N 1.390553 0.134817 0.436681 -0.2 0.4 0.0 -0.425
H 3.879805 0.849757 -0.154967 0.0 0.0 0.0 0.248
C -0.911254 -3.543175 -2.461412 -0.3 0.3 0.8 -0.194
H 2.925175 5.025251 -2.910884 0.1 0.0 -0.1 0.224
C 1.005568 -3.661966 1.871185 -0.3 -0.2 0.2 -0.252
N -0.076521 -1.740107 -1.109155 0.0 -0.9 -1.2 -0.498
H -1.806334 3.310004 2.211429 0.0 0.0 0.0 0.251
C 1.052567 3.608893 -0.472260 0.1 0.6 -0.2 0.040
S -2.440686 3.492871 -1.722929 0.0 -0.1 -0.1 0.333
C -2.302100 1.905437 -0.986266 -0.9 0.4 0.6 -0.467
H 1.023828 -4.498982 1.166731 0.1 0.1 0.0 0.189
C 2.520880 -0.681290 0.442839 1.1 -0.8 0.0 0.026
H 0.073845 -3.864102 -4.337248 0.0 0.0 -0.1 0.243
S -0.563367 -0.993189 3.262826 -0.1 0.0 -0.1 -0.028
C 0.762452 2.342103 0.149463 -0.5 -0.8 0.3 0.051
H -1.215248 5.502642 1.248354 -0.1 0.1 0.0 0.236
H 5.835462 -0.665483 -0.257107 0.1 0.1 0.0 0.230
H 1.803354 -3.780313 2.608685 -0.1 0.1 -0.1 0.211
C 2.382376 -2.039816 0.795642 0.2 0.7 -0.1 0.348
C -2.073347 -1.679357 3.085520 0.5 -0.1 0.5 0.320
C 3.481116 -2.883412 0.731002 -0.2 -0.1 0.0 -0.288
O -0.701706 1.043843 1.428738 0.2 3.4 1.1 -0.654
C -0.682688 4.613889 0.941655 -0.1 -0.6 0.3 -0.053
C -1.006895 3.408296 1.490027 -0.1 0.1 0.4 -0.300
C 2.209295 4.942987 -2.107744 0.0 0.0 0.1 -0.175
C 4.868514 -1.048602 0.025094 0.0 -0.2 0.1 -0.210
H -2.708284 -1.205802 4.935297 0.0 0.0 -0.1 0.436
C -0.949934 -2.761152 -1.299441 0.8 0.0 -1.1 0.155
H 0.048571 -3.641970 2.391873 0.1 0.0 -0.1 0.207
O -4.269074 5.166420 -0.814844 -0.2 0.6 -0.1 -0.545
N -1.652621 -2.204479 0.828477 -0.2 -1.6 -0.9 -0.287
S -1.120726 0.782869 -1.542167 0.4 -0.8 0.4 -0.094
N -2.398752 -2.355066 1.946244 -1.2 -0.6 0.4 -0.439
H -3.348973 -2.715106 1.854053 0.3 0.2 -0.2 0.412
O 1.119855 -2.418226 1.192507 0.4 0.4 -0.3 -0.531
H 1.496890 -0.662494 -1.887530 -0.1 0.0 0.0 0.236
C 0.578106 5.978937 -0.682990 -0.1 -0.2 0.0 -0.147
C -3.020195 -3.932065 -0.250204 0.3 0.1 0.0 -0.692
H 1.709643 7.025691 -2.155104 0.0 0.1 -0.1 0.228
C 3.782995 -0.198744 0.081033 -0.3 -0.1 0.1 -0.194
H 2.509822 2.841721 -1.842743 0.0 -0.1 0.0 0.222
H 3.388854 -3.929114 0.976588 -0.1 -0.1 0.0 0.229
Ti -0.458781 -0.497316 0.572954 -1.6 -1.4 -0.4 1.350
H 5.561089 -3.061975 0.284730 0.0 0.0 0.0 0.229
H -3.904533 -2.004756 3.976228 0.0 0.0 0.0 0.409
H -1.611014 -4.349643 -2.610187 -0.1 0.0 0.1 0.234
C 1.512217 6.074547 -1.687871 0.0 0.0 0.0 -0.201
C 4.717552 -2.389648 0.339303 -0.1 0.1 0.0 -0.183
S -4.365880 2.847625 0.418274 0.0 -0.2 0.0 0.349
C 0.919385 -2.224601 -3.230561 -0.4 -0.5 0.0 -0.201
H 0.017349 6.847313 -0.373628 -0.1 0.1 0.1 0.223
C -3.803081 4.075544 -0.729160 0.4 -0.6 0.0 0.205
H 1.669683 -1.966116 -3.959888 0.1 0.0 -0.1 0.246
C -0.374129 2.224456 1.037764 0.5 0.5 -0.4 0.465
C 0.028510 -3.271902 -3.436072 0.5 0.5 0.0 -0.128
C -3.222757 1.594146 -0.022775 0.5 0.7 -0.7 -0.384
C 0.824422 -1.494610 -2.059340 0.2 0.2 0.1 0.099
N -2.944930 -1.721171 4.101906 -0.1 -0.1 -0.5 -0.752
S -3.248082 0.111539 0.796142 0.0 -0.8 0.3 -0.221
```
Forces are in eV/Å.


[2]
Entry from OMol25: a molecular structure, C16H24CaO5S4 in a non-equilibrium geometry (wB97M-V/def2-TZVPD).

- LUMO energy: -0.12 eV
- Net charge: 0
- Kohn-Sham gap: 8.17 eV
- Relative energy (zero: lowest compared OMol25 entry of this formula, charge and spin): 0.00 kcal/mol
- HOMO level: -8.286 eV
- DFT total energy: -3270.7834 a.u.

Geometry as XYZ:
```
50
Properties=species:S:1:pos:R:3:forces:R:3:nbo_charge:R:1
C 3.291325 1.246382 0.680293 -0.6 -0.1 0.2 0.775
H 1.741844 4.009426 -3.028649 0.0 0.0 0.0 0.218
H 1.052212 -4.277943 -0.611036 0.0 0.1 0.0 0.249
H -2.164593 2.173112 1.378727 0.0 0.0 0.0 0.239
H 0.163848 4.544389 -0.590940 0.0 0.0 0.0 0.212
S -2.369535 -0.096149 -0.607888 0.2 0.0 0.0 0.200
C 2.794713 2.296820 -0.362805 -0.1 -0.2 -0.4 -0.351
O 2.213892 -0.579985 -1.879767 1.3 0.6 -1.1 -0.952
H -3.289251 -0.672135 1.510952 0.0 0.0 0.0 0.210
H -0.531058 -4.916762 -0.969638 0.0 0.0 0.0 0.229
O 4.244083 0.098251 -2.593019 0.1 0.0 -0.1 -0.618
H -1.496944 -3.791178 1.023145 0.0 0.0 0.0 0.209
H -1.534327 -0.372067 4.101139 0.0 0.0 0.0 0.229
H -1.875199 -2.058228 2.282436 0.0 0.0 0.0 0.200
O 0.536157 1.835592 -0.904301 0.6 0.9 -0.4 -0.641
H -3.875561 -1.964017 -0.900941 0.0 0.1 0.0 0.222
H 1.042549 2.797743 0.904451 -0.1 -0.1 0.0 0.227
C -0.420568 -3.929348 0.935998 -0.1 -0.3 -0.2 -0.540
H -2.157117 -1.997133 -2.766640 0.0 0.0 0.0 0.242
H 3.501900 3.119556 -0.294867 0.0 0.0 -0.1 0.241
H 0.198912 -0.581553 3.987796 0.0 0.0 -0.1 0.252
C 1.356579 2.801506 -0.134143 0.1 -0.5 -0.4 0.074
C -0.014922 -4.059124 -0.533014 0.0 -0.2 0.1 -0.555
H -1.052507 -2.716430 3.691987 0.0 0.0 0.0 0.226
C 0.991610 3.571745 -2.371143 0.1 0.1 -0.1 -0.419
O 2.347875 0.485870 1.182426 1.4 0.9 0.4 -0.945
S 0.401611 -2.570719 1.790180 0.2 0.2 -0.1 0.203
C -0.725405 -0.615914 3.408984 -0.1 -0.2 0.2 -0.558
H 3.342130 2.399876 -2.517432 0.1 0.1 0.0 0.239
H -4.093649 0.734751 0.848128 0.0 0.0 0.0 0.227
C -2.266620 1.202254 1.869792 -0.4 0.0 -0.1 -0.563
H 1.898945 4.805228 -0.766725 0.0 0.0 0.0 0.220
C 2.701898 1.786515 -1.888698 -0.1 0.1 0.4 -0.361
H -0.184680 -4.868756 1.438359 0.0 0.0 0.0 0.230
C -3.115757 0.274321 0.998262 -0.1 0.1 0.2 -0.534
C -2.806597 -1.843563 -0.714981 0.0 -0.2 -0.1 -0.532
C -0.948907 -2.022472 2.855904 -0.2 0.1 0.1 -0.528
O 4.469853 1.218053 0.955371 0.1 0.0 0.0 -0.621
S -0.241164 -2.637211 -1.612448 0.2 0.1 -0.2 0.237
H 0.782548 1.435742 -2.963892 -0.1 -0.1 0.0 0.222
H -2.583886 -2.301061 0.246678 0.0 0.0 0.0 0.200
H 0.006790 3.772886 -2.788372 0.0 0.0 0.0 0.213
H -2.791467 1.390854 2.809369 0.0 0.0 0.0 0.227
Ca 1.029323 -0.245967 -0.224799 -2.2 -1.6 0.7 1.704
C -2.020716 -2.534940 -1.825708 -0.3 0.0 0.0 -0.563
C 1.096690 4.082943 -0.912475 0.0 0.2 0.0 -0.430
C 1.216338 2.077533 -2.204511 0.2 -0.1 0.7 0.086
S -0.581746 0.715897 2.209737 0.4 0.2 -0.1 0.237
H -2.420688 -3.538490 -1.989282 0.0 0.0 0.0 0.230
C 3.139236 0.313901 -2.152001 -0.8 -0.3 0.2 0.780
```
Forces are in eV/Å.


Among the records above, which one has the lowest DFT total energy?
C28H23N6O3S5Ti


DFT total energy of number 1 (C28H23N6O3S5Ti)?
-4475.3273 a.u.


The lowest LUMO energy belongs to which entry?
C28H23N6O3S5Ti


Which value of HOMO level does entry 1 give?
-9.044 eV